{
  "formula": "C52H38CdCl3N12O5S2",
  "method": "ωB97M-V/def2-TZVPD",
  "species": ["Cd", "O", "C", "O", "C", "C", "C", "N", "C", "C", "C", "C", "C", "C", "C", "N", "C", "C", "C", "C", "C", "N", "H", "H", "H", "H", "H", "H", "H", "H", "H", "H", "C", "C", "C", "C", "C", "C", "C", "S", "O", "O", "N", "C", "C", "C", "C", "C", "N", "H", "H", "H", "H", "H", "H", "H", "H", "H", "H", "H", "Cl", "C", "C", "C", "C", "C", "C", "N", "C", "C", "N", "C", "O", "C", "C", "C", "Cl", "S", "C", "C", "C", "Cl", "C", "H", "H", "H", "H", "H", "H", "H", "H", "H", "H", "H", "H", "H", "N", "C", "C", "C", "C", "C", "N", "C", "H", "H", "H", "H", "N", "C", "N", "C", "N"],
  "xyz": [[-0.46, 0.12, -0.17], [3.19, 4.68, 3.66], [3.41, 4.60, 2.43], [3.88, 5.42, 1.63], [2.85, 3.30, 1.79], [2.48, 2.22, 2.56], [1.85, 1.13, 1.97], [1.61, 1.08, 0.66], [2.05, 2.09, -0.11], [2.67, 3.21, 0.42], [1.86, 1.93, -1.58], [2.37, 2.86, -2.49], [2.18, 2.64, -3.85], [1.50, 1.51, -4.26], [1.03, 0.65, -3.29], [1.20, 0.85, -1.99], [1.41, -0.02, 2.80], [1.23, 0.12, 4.18], [0.85, -0.98, 4.92], [0.67, -2.20, 4.27], [0.86, -2.23, 2.91], [1.21, -1.18, 2.17], [2.66, 2.28, 3.63], [3.00, 4.05, -0.18], [2.90, 3.73, -2.15], [2.57, 3.35, -4.57], [1.33, 1.30, -5.31], [0.48, -0.25, -3.56], [1.33, 1.09, 4.64], [0.68, -0.89, 5.98], [0.39, -3.09, 4.81], [0.72, -3.16, 2.36], [-0.88, 6.61, 5.61], [-1.20, 5.40, 4.77], [-0.19, 4.74, 4.07], [-0.49, 3.64, 3.29], [-1.80, 3.18, 3.21], [-2.82, 3.83, 3.90], [-2.51, 4.93, 4.67], [-2.13, 1.73, 2.25], [-1.44, 0.63, 2.90], [-3.56, 1.62, 2.11], [-1.36, 1.94, 0.88], [-1.83, 2.76, -0.13], [-2.79, 3.77, 0.00], [-3.15, 4.49, -1.12], [-2.56, 4.22, -2.35], [-1.62, 3.20, -2.38], [-1.26, 2.50, -1.32], [0.19, 6.69, 5.78], [-1.39, 6.57, 6.58], [-1.21, 7.52, 5.11], [0.84, 5.07, 4.14], [0.29, 3.14, 2.74], [-3.83, 3.45, 3.82], [-3.30, 5.44, 5.22], [-3.26, 3.96, 0.95], [-3.91, 5.26, -1.04], [-2.83, 4.75, -3.24], [-1.13, 2.93, -3.31], [-4.70, -7.12, 2.20], [-4.04, -6.49, 0.73], [-4.45, -5.26, 0.26], [-3.89, -4.77, -0.91], [-2.95, -5.50, -1.64], [-2.49, -4.93, -2.96], [-1.00, -4.67, -3.19], [-0.40, -3.80, -2.19], [0.52, -4.14, -1.23], [0.83, -2.99, -0.57], [0.09, -1.96, -1.11], [-0.63, -2.48, -2.07], [-2.89, -5.75, -4.05], [-4.09, -5.34, -4.68], [-3.96, -3.97, -5.28], [-4.57, -2.85, -4.81], [-5.69, -2.77, -3.51], [-4.11, -1.43, -5.65], [-3.07, -2.33, -6.67], [-3.09, -3.66, -6.37], [-2.56, -6.74, -1.13], [-1.41, -7.75, -1.96], [-3.09, -7.24, 0.05], [-5.17, -4.67, 0.81], [-4.19, -3.80, -1.27], [-2.98, -3.95, -3.04], [-0.92, -4.19, -4.16], [-0.43, -5.59, -3.23], [0.88, -5.15, -1.12], [1.51, -2.81, 0.24], [-1.35, -1.95, -2.67], [-4.93, -5.37, -3.98], [-4.26, -6.09, -5.46], [-2.50, -1.83, -7.43], [-2.50, -4.40, -6.88], [-2.77, -8.20, 0.42], [-4.87, -0.96, 4.91], [-4.20, -1.55, 4.19], [-3.36, -2.35, 3.34], [-2.99, -3.63, 3.74], [-2.20, -4.39, 2.90], [-1.79, -3.82, 1.70], [-2.12, -2.59, 1.31], [-2.91, -1.88, 2.10], [-3.33, -4.02, 4.69], [-1.90, -5.39, 3.16], [-1.16, -4.38, 1.02], [-3.21, -0.89, 1.76], [-6.55, 1.43, -1.63], [-5.48, 1.09, -1.91], [-4.30, 0.71, -2.36], [-3.37, 0.20, -1.64], [-2.48, -0.34, -1.10]],
  "lowdin_charge": [1.404, -0.049, -0.681, -0.035, -0.089, 0.024, -0.220, 0.084, -0.207, 0.057, -0.226, -0.001, -0.063, -0.073, -0.147, 0.046, -0.242, -0.017, -0.052, -0.062, -0.158, 0.107, 0.119, 0.110, 0.108, 0.107, 0.099, 0.093, 0.115, 0.110, 0.099, 0.081, -0.053, -0.266, -0.006, -0.034, -0.284, -0.056, -0.044, 0.541, -0.334, -0.315, -0.208, -0.420, -0.009, -0.067, -0.086, -0.156, 0.059, 0.078, 0.074, 0.080, 0.102, 0.089, 0.112, 0.110, 0.099, 0.106, 0.092, 0.097, 0.676, -0.668, -0.093, -0.016, -0.165, -0.298, -0.069, -0.053, -0.058, -0.146, -0.017, -0.187, -0.102, -0.146, -0.337, -0.973, 0.703, 1.012, -0.411, -0.143, -0.564, 0.730, -0.134, 0.118, 0.096, 0.122, 0.136, 0.098, 0.117, 0.083, 0.116, 0.112, 0.134, 0.065, 0.117, 0.103, 0.167, -0.173, -0.192, -0.019, -0.074, -0.175, 0.101, -0.086, 0.122, 0.105, 0.096, 0.087, 0.072, -0.424, 0.057, -0.396, 0.032],
  "homo_ev": -5.894,
  "charge": -1,
  "de_lowest_kj_mol": 32.69,
  "orbital_gap_ev": 7.52
}

{
  "formula": "C46H48Br2I4N2O5PbSi",
  "method": "ωB97M-V/def2-TZVPD",
  "species": ["Pb", "C", "O", "C", "C", "C", "C", "C", "C", "N", "N", "C", "C", "O", "C", "C", "C", "C", "C", "C", "C", "C", "H", "H", "H", "H", "H", "H", "H", "H", "H", "H", "H", "H", "H", "C", "C", "C", "C", "C", "C", "C", "Br", "C", "O", "C", "C", "C", "C", "C", "C", "H", "H", "H", "H", "H", "H", "H", "H", "H", "H", "H", "H", "H", "H", "H", "H", "H", "H", "H", "H", "I", "I", "I", "I", "Br", "C", "C", "C", "C", "C", "C", "C", "O", "O", "H", "H", "H", "H", "C", "Si", "C", "C", "C", "C", "C", "C", "C", "H", "H", "H", "H", "H", "H", "H", "H", "H", "H", "H"],
  "xyz": [[-0.90, 0.81, 1.63], [2.32, -0.02, 3.51], [1.75, 1.03, 2.75], [2.58, 1.82, 2.02], [3.95, 1.64, 1.94], [4.73, 2.52, 1.20], [4.13, 3.58, 0.54], [2.76, 3.75, 0.60], [1.97, 2.87, 1.32], [0.55, 2.93, 1.38], [0.06, 3.98, 0.85], [-1.27, 4.22, 0.92], [-2.12, 3.65, 1.92], [-1.74, 2.74, 2.72], [-3.47, 4.16, 2.03], [-3.93, 5.10, 1.18], [-3.11, 5.68, 0.16], [-3.62, 6.65, -0.72], [-2.83, 7.20, -1.70], [-1.50, 6.78, -1.82], [-0.98, 5.82, -0.98], [-1.77, 5.26, 0.04], [3.06, 0.38, 4.22], [1.50, -0.48, 4.06], [2.79, -0.76, 2.86], [4.42, 0.80, 2.44], [5.80, 2.36, 1.13], [4.74, 4.27, -0.04], [2.27, 4.56, 0.08], [-4.09, 3.69, 2.79], [-4.97, 5.43, 1.25], [-4.66, 6.95, -0.62], [-3.24, 7.93, -2.38], [-0.88, 7.19, -2.61], [0.03, 5.48, -1.11], [5.19, -4.36, -2.05], [5.44, -3.01, -1.35], [6.42, -3.23, -0.19], [6.08, -2.07, -2.36], [4.12, -2.46, -0.82], [3.58, -1.24, -1.21], [2.37, -0.82, -0.70], [1.71, 0.83, -1.34], [1.57, -1.55, 0.22], [0.44, -1.09, 0.64], [2.14, -2.80, 0.63], [3.36, -3.20, 0.09], [1.49, -3.82, 1.59], [0.20, -3.36, 2.25], [1.17, -5.12, 0.82], [2.48, -4.16, 2.72], [6.12, -4.75, -2.48], [4.46, -4.24, -2.85], [4.80, -5.10, -1.35], [7.37, -3.64, -0.56], [6.01, -3.92, 0.55], [6.62, -2.28, 0.31], [7.02, -2.50, -2.72], [6.31, -1.10, -1.91], [5.43, -1.90, -3.22], [4.09, -0.60, -1.92], [3.76, -4.16, 0.41], [-0.59, -3.18, 1.53], [0.34, -2.44, 2.81], [-0.14, -4.13, 2.95], [0.41, -4.93, 0.06], [0.78, -5.87, 1.51], [2.05, -5.52, 0.32], [2.84, -3.25, 3.21], [3.35, -4.72, 2.37], [1.98, -4.77, 3.48], [-1.42, -0.55, 4.19], [-1.24, -2.48, 6.38], [-1.99, 1.54, -1.18], [-3.24, 2.79, -4.23], [-9.83, 1.59, -0.78], [-8.17, 1.38, 0.14], [-6.99, 1.48, -0.56], [-5.79, 1.31, 0.12], [-5.78, 1.06, 1.49], [-6.99, 0.99, 2.18], [-8.19, 1.14, 1.51], [-4.46, 0.90, 2.25], [-4.48, 1.09, 3.47], [-3.46, 0.65, 1.51], [-6.99, 1.69, -1.62], [-4.85, 1.38, -0.40], [-6.95, 0.83, 3.25], [-9.14, 1.07, 2.04], [-2.54, -1.90, -0.23], [-2.34, -0.87, -1.76], [-3.87, -0.86, -2.81], [-0.88, -1.40, -2.80], [-0.14, -2.53, -2.46], [0.91, -2.97, -3.26], [1.23, -2.27, -4.41], [0.50, -1.14, -4.76], [-0.55, -0.71, -3.96], [-2.91, -2.89, -0.51], [-3.25, -1.42, 0.45], [-1.58, -1.99, 0.28], [-3.97, -1.84, -3.29], [-3.81, -0.09, -3.59], [-4.77, -0.66, -2.22], [-0.36, -3.06, -1.54], [1.49, -3.83, -2.96], [2.05, -2.59, -5.03], [0.75, -0.58, -5.66], [-1.10, 0.19, -4.23]],
  "lowdin_charge": [1.065, -0.079, -0.180, -0.246, -0.024, -0.098, -0.106, -0.044, -0.231, -0.028, 0.084, -0.225, -0.397, -0.199, 0.014, -0.012, -0.173, -0.047, -0.100, -0.090, -0.028, -0.121, 0.099, 0.024, 0.089, 0.102, 0.094, 0.093, 0.100, 0.117, 0.112, 0.105, 0.092, 0.096, 0.098, -0.053, -0.562, -0.055, -0.073, -0.197, -0.103, -0.547, 0.838, -0.423, -0.331, -0.087, -0.021, -0.522, -0.082, -0.047, -0.051, 0.076, 0.082, 0.073, 0.076, 0.073, 0.086, 0.077, 0.084, 0.084, 0.086, 0.093, 0.063, 0.006, 0.082, 0.079, 0.081, 0.070, 0.079, 0.069, 0.080, 0.350, -0.138, 0.692, -0.521, 0.662, -0.694, -0.117, -0.019, -0.118, -0.026, -0.142, -0.659, -0.029, -0.293, 0.103, 0.057, 0.112, 0.088, -0.201, 0.275, -0.231, -0.307, -0.098, -0.090, -0.099, -0.089, -0.112, 0.048, 0.024, -0.012, 0.035, -0.055, 0.025, 0.090, 0.096, 0.092, 0.099, 0.063],
  "homo_ev": [-2.358, -2.356],
  "charge": -2,
  "orbital_gap_ev": [3.90, 3.89]
}

{
  "formula": "C5H10O",
  "method": "ωB97M-V/def2-TZVPD",
  "species": ["C", "C", "C", "C", "C", "O", "H", "H", "H", "H", "H", "H", "H", "H", "H", "H"],
  "xyz": [[0.23, -1.03, -1.46], [1.07, -0.13, -0.58], [0.54, 1.00, 0.24], [-0.92, 1.40, 0.28], [1.09, -0.22, 0.92], [-0.65, -1.47, 1.51], [-0.73, -1.28, -1.00], [0.75, -1.97, -1.65], [0.04, -0.54, -2.42], [2.09, 0.00, -0.95], [1.22, 1.84, 0.39], [-1.18, 1.83, 1.26], [-1.13, 2.16, -0.48], [-1.58, 0.55, 0.10], [0.30, -1.34, 1.82], [-1.13, -0.81, 2.03]],
  "lowdin_charge": [-0.064, -0.342, -0.344, -0.070, 0.124, -0.075, 0.061, 0.080, 0.079, 0.134, 0.133, 0.079, 0.079, 0.066, 0.005, 0.056],
  "homo_ev": -8.688,
  "charge": 0,
  "de_lowest_kj_mol": 439.88,
  "orbital_gap_ev": 8.78
}